Computed, not measured: 13 unconnected molecules or ions with the total composition C58H150N8O21 at a distorted geometry, with the ωB97M-V functional and the def2-TZVPD basis.

The geometry in XYZ format:
```
237
Properties=species:S:1:pos:R:3:forces:R:3
C 6.78302 0.77795 -4.79605 0.0 1.6 0.0
O 5.43110 0.58150 -4.39695 0.2 -0.8 -0.6
C 4.85745 -0.70483 -4.77748 2.8 0.3 0.1
C 3.45589 -0.72822 -4.36437 -2.9 0.2 -1.4
N 2.91449 -2.07510 -4.60286 -0.2 0.5 -0.9
C 1.46124 -2.05080 -4.67600 0.6 -0.4 -2.2
C 0.91997 -1.12678 -5.78554 -0.6 -0.3 2.0
O 0.79181 0.20371 -5.31407 0.5 0.0 -0.5
C 0.44559 1.06580 -6.37618 -1.7 0.0 0.5
H 7.17484 0.07092 -5.47864 0.1 -1.4 -0.5
H 7.43896 0.88093 -3.94517 0.1 -0.5 0.6
H 7.00081 1.72895 -5.34120 -1.1 -0.2 0.3
H 5.48659 -1.58194 -4.38620 -0.8 1.2 0.1
H 4.92069 -0.83327 -5.86766 -0.1 0.2 0.1
H 2.82205 0.00343 -5.00122 1.5 -1.1 0.9
H 3.15832 -0.45730 -3.37559 0.7 0.6 1.2
H 3.20286 -2.69381 -3.86753 0.2 -0.3 0.4
H 1.00123 -1.90320 -3.73555 -0.8 0.7 1.1
H 1.13094 -3.02859 -5.01860 0.1 -0.5 0.1
H -0.05111 -1.54511 -6.02643 -0.7 0.2 -0.2
H 1.47853 -1.14170 -6.69412 0.9 -0.2 -0.6
H 0.91515 0.86209 -7.33360 0.7 0.0 0.0
H 0.56506 2.10042 -6.04824 0.1 -0.2 -0.1
H -0.62386 0.88091 -6.56610 -0.1 0.4 -0.1
C -0.84650 10.15996 4.14505 -0.3 -0.5 -1.0
O -2.17950 9.72867 4.41571 0.2 0.2 0.2
C -3.07893 10.13722 3.40941 -0.5 1.1 -0.2
C -4.50741 9.56746 3.57908 0.7 0.6 -1.6
N -4.61115 8.14112 3.38071 -0.6 -0.1 2.3
C -4.13515 7.54655 2.19908 -0.2 -1.1 -0.7
C -4.46137 6.05926 2.16518 0.0 -0.7 -0.1
O -4.04069 5.44049 3.37267 0.0 0.0 0.6
C -4.90997 4.47418 3.92432 2.3 -1.2 1.2
H -0.15517 9.64663 4.81147 -0.2 0.3 0.3
H -0.73828 11.25358 4.16349 -0.1 -0.2 0.3
H -0.55768 9.83599 3.12531 -0.1 0.1 0.2
H -2.67963 9.79806 2.44584 -0.1 0.1 -0.1
H -3.18548 11.27425 3.35356 0.3 -1.1 0.2
H -5.09919 10.09193 2.75991 0.4 -0.5 1.0
H -4.92083 9.84139 4.54437 -0.1 0.0 0.1
H -4.27610 7.64759 4.22149 -0.2 0.2 -0.8
H -3.07564 7.61572 2.01432 0.8 0.4 -0.1
H -4.68833 7.91854 1.34461 0.1 0.6 -0.4
H -3.84229 5.58412 1.33537 -1.3 0.4 0.5
H -5.57028 5.93739 2.08891 0.8 -0.1 -0.4
H -4.46376 4.12330 4.92529 -0.7 0.8 -1.4
H -4.98339 3.57679 3.32942 0.2 -0.5 -0.6
H -5.89962 4.78626 4.04798 -1.6 1.1 0.4
C 1.88379 2.52952 -2.92579 0.0 1.1 -0.4
O 1.63098 2.70825 -1.56847 -0.6 -0.8 1.2
C 1.20988 4.00270 -1.17346 3.1 0.4 -1.2
C 1.74874 4.28238 0.25228 0.7 1.1 -3.1
N 1.28901 5.65564 0.48301 -0.5 -0.3 0.7
C -0.12873 5.67830 0.95527 1.3 1.9 -0.1
C -0.38446 5.34784 2.41594 -0.7 0.3 -0.6
O -0.18457 6.47283 3.25903 0.4 0.0 0.7
C -0.69500 6.24670 4.58826 -0.1 -0.4 -1.1
H 1.04479 2.89970 -3.53291 0.0 -0.2 -0.1
H 2.11688 1.49706 -3.17130 -0.2 -0.1 0.3
H 2.75017 3.15753 -3.11908 0.3 0.0 -0.7
H 0.17372 4.13336 -1.26221 -1.8 -0.2 0.1
H 1.60784 4.78594 -1.91979 -0.1 -1.0 1.1
H 2.90193 4.24194 0.19430 -2.0 0.0 0.4
H 1.31612 3.54802 0.88426 0.0 -0.8 1.1
H 1.91341 6.01921 1.17048 0.0 0.8 0.7
H -0.64358 4.99782 0.33478 -0.7 -1.1 -0.5
H -0.60525 6.65375 0.66985 0.5 -0.5 0.5
H 0.31296 4.53338 2.70889 -0.9 0.0 0.1
H -1.48837 5.12410 2.38424 0.9 -0.5 0.8
H -1.76573 6.16085 4.48963 -0.6 -0.7 0.1
H -0.59242 7.11381 5.18745 0.7 1.1 0.3
H -0.22962 5.40810 5.13244 -0.1 0.0 -0.5
C 2.54019 -6.61170 1.23506 0.0 0.0 -0.1
O 1.78517 -7.00445 0.09925 -0.1 1.1 0.2
C 2.06808 -8.20932 -0.53553 -0.7 -1.4 0.6
C 1.21408 -8.30360 -1.77674 -0.5 -0.2 0.4
N -0.21529 -8.16512 -1.45491 -0.5 1.2 0.1
C -1.09091 -8.09412 -2.63628 -0.8 0.9 1.3
C -0.97546 -6.81835 -3.49346 -2.5 0.4 1.4
O -1.57782 -5.67277 -2.70865 1.0 -1.4 -1.9
C -1.74762 -4.51898 -3.55635 1.1 -1.6 -0.9
H 2.04001 -5.70293 1.64830 0.6 -0.6 -0.4
H 3.62737 -6.43958 1.03790 -0.8 0.2 -0.2
H 2.51163 -7.39607 1.98356 -0.1 -0.2 0.4
H 1.75921 -9.10880 0.06588 0.5 0.8 0.1
H 3.11940 -8.28626 -0.79373 0.4 -0.1 -0.1
H 1.35388 -9.30363 -2.20975 0.0 0.1 0.1
H 1.64282 -7.61546 -2.48880 -0.2 0.8 -0.6
H -0.46339 -7.33101 -0.84986 1.0 -1.3 -1.0
H -2.15728 -8.22793 -2.26880 1.1 0.5 -0.4
H -0.95263 -8.94137 -3.26604 0.5 -0.8 -0.6
H -1.64329 -6.98208 -4.34491 0.1 0.2 -0.2
H 0.01829 -6.62376 -3.87276 0.4 0.4 0.2
H -0.80081 -4.32957 -4.06745 0.3 0.1 -0.1
H -1.88818 -3.71819 -2.87959 -0.9 1.0 0.1
H -2.45089 -4.65608 -4.41710 -0.1 0.1 1.2
C -6.50087 -3.99912 4.87179 -0.1 -1.8 0.3
O -6.18124 -2.75278 4.39686 1.6 1.2 -0.5
C -4.72834 -2.62586 4.27630 -0.8 0.8 0.4
C -4.47215 -1.29516 3.57454 -0.3 -0.7 -0.4
N -5.13805 -1.29002 2.25477 0.5 0.1 0.2
C -4.86322 -0.03117 1.51586 -1.9 -0.9 0.5
C -5.83669 0.00293 0.30017 0.7 0.7 1.0
O -5.80811 1.34388 -0.25596 -0.5 -2.0 0.0
C -6.55884 1.25690 -1.43494 -0.6 -0.6 -1.7
H -6.76564 -3.98501 5.95126 0.5 -0.2 -0.4
H -5.66370 -4.68826 4.60751 -0.6 0.1 0.8
H -7.35832 -4.43025 4.35364 -0.3 0.3 -0.1
H -4.36238 -3.48173 3.71567 0.2 0.0 -0.3
H -4.23814 -2.65948 5.27822 -0.5 0.1 -0.5
H -3.40090 -1.05327 3.53962 -0.1 -0.4 -0.5
H -4.88028 -0.51069 4.17829 -0.5 0.7 0.7
H -6.14762 -1.40853 2.42292 0.7 0.2 -0.1
H -3.82954 -0.06835 1.24302 0.7 0.3 -0.3
H -5.09294 0.82506 2.21172 0.4 -0.3 -0.9
H -6.81578 -0.24234 0.74118 -0.2 0.4 -0.3
H -5.69810 -0.78410 -0.48571 0.5 0.8 0.6
H -6.51749 2.21694 -1.98280 -0.3 -0.4 0.5
H -7.59927 0.85643 -1.29001 0.4 1.0 0.3
H -6.19971 0.45942 -2.14757 0.4 0.7 0.6
C -1.19137 0.85139 -1.60841 -1.0 1.1 0.7
O -2.16977 1.74755 -2.11033 0.2 -0.6 -0.7
C -2.20779 1.61228 -3.52389 0.7 1.4 -0.4
C -2.77849 2.89284 -4.13208 1.4 -0.6 -0.9
N -1.82762 4.00703 -3.94862 -0.5 -0.9 -0.1
C -2.37129 5.31604 -4.17305 -0.1 1.0 -1.1
C -1.30625 6.39109 -4.12010 0.0 0.2 0.2
O -0.68701 6.24854 -2.86517 0.7 1.1 0.7
C 0.33305 7.24396 -2.65831 -2.1 0.9 0.2
H -0.22710 1.07777 -1.96423 1.4 0.6 -0.4
H -1.35828 -0.15596 -1.83678 -0.7 -1.8 -0.7
H -1.23758 0.93567 -0.54943 0.1 0.2 1.0
H -2.81726 0.79611 -3.88103 -0.3 -0.7 0.3
H -1.16128 1.47394 -3.88664 -0.6 0.0 0.0
H -3.74182 3.06212 -3.72733 -1.2 0.4 0.8
H -2.96963 2.65626 -5.19789 0.4 0.4 0.2
H -1.53974 3.94668 -2.98423 0.3 0.1 0.3
H -3.16997 5.61789 -3.47049 0.0 -0.2 -0.2
H -2.70915 5.41300 -5.21943 -0.5 -0.4 0.4
H -1.77622 7.41492 -4.30792 0.5 -1.0 0.5
H -0.52514 6.23227 -4.87124 -0.2 0.0 -0.4
H 0.74003 7.17531 -1.65867 0.0 -0.4 0.2
H -0.15755 8.26579 -2.75620 0.7 -0.9 0.0
H 1.10339 7.14144 -3.38769 0.7 0.0 -0.7
C -1.23275 -2.63028 4.98606 -1.7 0.4 -0.7
O -1.60767 -3.29553 3.77871 1.0 0.3 0.1
C -0.47302 -3.42466 2.91822 0.3 0.1 0.3
C -0.99065 -3.97353 1.59762 1.8 1.9 -1.2
N -2.01679 -3.07915 1.06956 -0.6 0.3 2.6
C -2.63457 -3.56711 -0.10952 -0.6 -1.8 -0.1
C -3.66106 -2.61523 -0.63330 1.2 0.1 -2.3
O -4.14683 -3.10342 -1.94021 0.8 1.4 1.4
C -4.53639 -4.43952 -1.92499 -0.8 -0.5 0.3
H -0.86359 -1.59831 4.81253 -0.1 -0.4 -0.1
H -0.46838 -3.18517 5.49493 0.3 -0.4 0.6
H -2.20836 -2.57808 5.51100 1.0 0.0 0.3
H 0.26526 -4.13438 3.32121 -0.2 -0.3 0.2
H 0.10389 -2.46360 2.92767 -0.7 -0.5 -0.8
H -1.24276 -5.00762 1.71044 -0.8 -0.8 0.2
H -0.14958 -3.97800 0.83135 -0.7 0.1 1.0
H -2.73072 -2.96733 1.85716 1.1 0.0 -1.6
H -3.17768 -4.53551 0.07455 0.5 0.4 0.0
H -1.87331 -3.81528 -0.85549 0.0 0.3 0.0
H -3.13785 -1.62976 -0.82256 -1.0 -0.8 0.2
H -4.46316 -2.56790 0.06963 -0.7 0.4 0.5
H -5.04999 -4.56314 -2.86214 -0.5 -0.3 -0.4
H -5.22886 -4.66076 -1.08263 0.2 0.1 -0.4
H -3.73307 -5.17651 -1.90188 0.2 0.2 0.1
C -1.65177 2.02272 3.57731 0.1 -2.7 -1.6
O -0.43062 1.83653 2.83100 -1.3 -0.2 0.2
C -0.30509 0.49288 2.42753 2.3 0.0 -0.4
C 0.88772 0.49583 1.40638 -1.8 -0.6 0.3
N 1.21979 -0.89203 1.02491 -0.6 0.6 1.2
C 2.29998 -1.08015 0.08608 -1.2 0.0 -1.6
C 2.30604 -2.50615 -0.45585 -0.1 0.8 -1.2
O 1.12115 -2.65237 -1.29226 0.9 -0.6 0.6
C 1.05799 -4.03578 -1.62096 -0.8 0.3 0.5
H -1.61496 2.98813 3.97266 -0.4 1.6 0.4
H -1.64778 1.28464 4.40896 -0.2 0.3 -0.3
H -2.52834 1.78310 2.87129 0.9 0.7 1.2
H -1.16362 -0.04893 2.08879 -1.3 0.5 -1.2
H -0.10980 -0.16168 3.25555 0.9 -0.1 1.1
H 1.70271 0.97154 1.90922 0.7 0.3 0.2
H 0.50221 1.16646 0.59757 0.8 -0.5 0.1
H 0.37323 -1.20659 0.57317 -0.2 -0.6 -0.2
H 3.29208 -0.87440 0.44221 0.2 0.4 0.5
H 2.02065 -0.42614 -0.76136 1.0 0.0 -0.3
H 2.24231 -3.23470 0.36069 0.2 -0.1 -0.1
H 3.22947 -2.67330 -1.11890 -1.1 0.1 1.0
H 0.78177 -4.62956 -0.73976 0.4 -0.1 -0.1
H 2.01233 -4.34924 -2.00075 0.5 -0.4 -0.3
H 0.27195 -4.23443 -2.33111 0.0 0.3 -0.3
C 5.79744 2.09431 -0.26211 -1.1 -0.4 -0.1
C 4.59513 1.79465 0.70049 1.1 2.2 -1.6
O 5.05074 1.23211 1.88565 0.5 -0.7 0.3
H 6.38738 1.21984 -0.49875 -0.2 -0.7 -0.2
H 6.52794 2.75360 0.12142 0.6 1.0 1.0
H 5.48288 2.56597 -1.20168 -0.3 -0.3 0.2
H 3.91460 1.16932 0.14704 -0.5 -0.3 0.0
H 4.10872 2.77685 0.91812 0.1 -0.8 -0.2
H 4.35049 0.67432 2.22184 -0.1 -0.3 0.5
C 4.28455 -3.81782 3.36548 0.7 0.3 0.6
C 3.75251 -2.42148 3.01599 0.9 -2.0 0.2
O 4.69377 -1.42757 3.22342 1.0 1.4 0.7
H 5.11560 -4.18846 2.77271 0.2 0.4 -0.4
H 3.56772 -4.60765 3.36542 -1.1 -0.4 -0.3
H 4.62876 -3.82555 4.39723 0.2 0.3 0.2
H 2.95925 -2.22806 3.68268 -1.1 0.4 0.6
H 3.42365 -2.38013 2.01852 -0.7 -0.1 -1.2
H 5.37701 -1.42563 2.53889 -0.3 -0.4 0.0
C 2.19740 -0.10485 5.64292 1.1 -1.6 0.8
C 3.65833 -0.16255 6.22900 -1.1 1.8 0.3
O 4.21687 -1.42836 6.19581 0.2 -0.9 0.0
H 1.73678 0.87716 5.65908 0.0 0.1 0.3
H 1.69739 -0.83672 6.32327 -0.4 0.6 -0.9
H 2.19500 -0.45778 4.58603 0.0 0.1 0.8
H 3.70437 0.16761 7.30139 -0.4 -0.1 -0.9
H 4.24154 0.53877 5.64965 0.5 0.3 -0.1
H 4.77507 -1.46571 5.41828 0.1 -0.2 -0.4
C 5.85676 -4.30050 -0.29800 -1.5 0.7 0.1
C 6.12401 -2.81722 -0.42155 1.0 1.7 -1.5
O 5.43812 -1.96825 0.50048 -0.2 -0.5 0.9
H 6.35357 -4.74744 -1.15044 0.2 -0.4 0.2
H 4.76518 -4.47542 -0.43407 0.6 0.1 0.0
H 6.08808 -4.72817 0.67360 0.5 0.0 -0.1
H 5.79592 -2.46303 -1.43121 0.2 -0.6 0.4
H 7.22026 -2.55785 -0.40612 -0.8 -0.6 0.3
H 5.73549 -1.05190 0.43915 0.2 -0.1 -0.3
C 3.26419 -5.74188 -4.58389 -0.3 -0.2 0.0
C 4.21722 -5.44971 -3.45108 1.0 -2.8 -0.1
O 4.85207 -4.21660 -3.47030 -0.1 1.1 0.6
H 3.80491 -5.68693 -5.52107 0.1 -0.6 -0.4
H 2.53278 -4.96118 -4.67670 -0.6 0.5 0.2
H 2.71866 -6.71009 -4.41140 0.8 0.8 -0.4
H 5.02998 -6.25847 -3.46862 -1.0 0.7 0.1
H 3.67020 -5.60999 -2.52314 0.2 0.5 0.3
H 5.21699 -4.01760 -4.33441 -0.1 -0.1 -0.3
```
Forces are in eV/Å.

Computed properties:
orbital gap = 8.86 eV
relative energy (zero: lowest compared OMol25 entry of this formula, charge and spin) = 42.4 kcal per mole
charge = 0